[1]
The following is a DFT calculation (ωB97M-V/def2-TZVPD) of a cluster of 14 separate species, C14H14Cl42 in total in a non-equilibrium geometry.

Structure (XYZ):
```
70
Properties=species:S:1:pos:R:3:forces:R:3:nbo_charge:R:1
C 1.622883 -5.362709 -0.561682 1.42 -0.82 0.48 -0.272
Cl 3.160362 -4.825011 -1.304169 -0.56 0.14 0.05 0.006
Cl 0.803121 -4.135675 0.330587 -0.32 0.79 0.00 0.037
Cl 1.996880 -6.704914 0.561585 -0.12 0.03 -0.27 0.003
H 1.010394 -5.759489 -1.341776 -0.41 -0.03 -0.36 0.229
C 3.573694 2.810235 4.718997 -0.20 1.86 1.07 -0.298
Cl 4.035481 1.943693 6.227092 0.11 0.10 -0.82 0.003
Cl 1.810279 2.703605 4.530927 0.33 -0.19 -0.22 0.011
Cl 4.443513 2.324707 3.272396 -0.12 -0.12 0.37 0.043
H 3.766788 3.915386 4.927857 -0.01 -1.72 -0.44 0.239
C -0.738822 -3.420795 -4.666552 -0.99 -0.88 -0.44 -0.261
Cl -1.406587 -3.194557 -6.331451 0.58 0.33 0.83 0.006
Cl -1.450743 -4.964996 -4.076880 0.38 0.33 0.11 -0.009
Cl -1.139942 -2.125197 -3.554322 0.01 0.09 -0.26 0.040
H 0.333155 -3.561259 -4.704004 0.02 0.18 -0.16 0.231
C 3.611552 -0.561846 -2.746306 -0.14 1.93 1.18 -0.329
Cl 1.963319 -1.128200 -2.825575 -0.51 -0.67 -0.96 0.008
Cl 4.854317 -1.258564 -3.696013 0.12 -0.72 -0.83 0.066
Cl 4.035513 -0.667717 -1.042122 0.36 -0.11 0.70 0.003
H 3.563481 0.516156 -2.962449 0.06 -0.57 -0.13 0.234
C -5.639654 0.102126 3.001230 -0.46 0.11 0.83 -0.300
Cl -5.873116 0.471411 1.323538 0.30 0.31 -0.46 0.045
Cl -6.618146 -1.292168 3.410476 -0.04 -0.59 0.13 0.023
Cl -6.132198 1.428453 4.074766 0.08 0.35 -0.13 -0.004
H -4.608111 -0.088350 3.263847 0.13 -0.17 -0.38 0.235
C 1.404761 5.472987 0.004391 -0.94 -0.55 0.43 -0.263
Cl 3.066250 5.804242 -0.474216 -0.44 0.41 0.22 0.034
Cl 0.364928 5.034492 -1.399640 0.47 0.35 0.50 0.005
Cl 0.591218 6.778092 0.990275 0.85 -0.70 -0.80 -0.002
H 1.414999 4.578303 0.643318 0.06 0.51 -0.24 0.233
C 0.299542 1.198268 -5.389823 -0.03 -0.14 0.06 -0.284
Cl -0.163930 2.120734 -3.993224 -0.47 0.54 0.58 0.023
Cl 1.636610 2.049038 -6.211635 -0.61 -0.55 -0.13 0.015
Cl -1.111109 0.736129 -6.360700 0.33 0.49 -0.28 0.019
H 0.618213 0.263159 -4.981769 0.75 -0.40 -0.12 0.224
C -2.084600 2.956566 3.456159 -0.58 0.56 0.56 -0.284
Cl -1.433217 1.898806 4.757286 -0.20 0.57 -0.51 0.007
Cl -2.766591 1.993859 2.184023 0.06 -0.55 -0.75 0.031
Cl -0.850239 4.105926 2.805749 -0.81 -0.61 0.55 0.006
H -2.988918 3.492918 3.839262 1.39 -0.08 0.04 0.245
C -4.138636 2.525962 -2.857429 0.87 -0.61 0.29 -0.272
Cl -2.964752 3.407513 -1.873729 0.12 0.10 0.15 0.009
Cl -3.909734 0.749135 -2.559637 -0.53 0.88 0.04 -0.008
Cl -3.885156 2.843935 -4.547512 -0.09 0.16 -0.45 0.042
H -5.100256 2.916721 -2.561040 -0.30 -0.57 0.03 0.231
C 0.258596 -0.316220 0.364507 0.03 -1.31 0.31 -0.282
Cl -1.369946 -0.969877 -0.040900 0.35 0.60 0.26 -0.010
Cl 0.545833 -0.274790 2.142117 -0.25 0.04 -0.58 -0.012
Cl 0.612112 1.220893 -0.330695 -0.20 0.45 -0.26 0.061
H 0.920147 -1.079630 -0.059364 0.07 0.44 0.25 0.241
C 2.943971 -2.716406 2.916867 0.59 -0.02 0.59 -0.256
Cl 2.845553 -4.295944 3.761210 -0.07 0.67 -0.52 0.013
Cl 4.117094 -2.783657 1.567267 -0.44 0.06 0.74 0.011
Cl 3.352825 -1.433903 4.122284 -0.06 -0.51 -0.65 -0.005
H 1.982848 -2.435804 2.506223 -0.04 -0.28 0.03 0.229
C -1.735047 -2.238870 4.164242 -0.47 0.27 -0.80 -0.292
Cl -3.488251 -2.403209 4.463465 0.33 -0.16 -0.18 -0.001
Cl -1.121379 -3.503404 3.065745 -0.16 -0.01 0.52 0.007
Cl -0.874445 -2.080222 5.659825 0.36 -0.20 0.18 0.055
H -1.609050 -1.331511 3.588120 -0.01 0.18 0.16 0.230
C 4.769264 3.245864 -2.844915 0.09 1.25 -0.30 -0.305
Cl 3.040794 3.065823 -2.535396 -0.06 0.12 -0.34 0.020
Cl 5.150545 2.912666 -4.555115 -0.05 -0.19 0.41 0.012
Cl 5.629593 2.262483 -1.716022 0.69 -0.53 0.22 0.047
H 5.105914 4.286916 -2.669267 -0.63 -0.63 -0.13 0.238
C -3.968426 -3.391206 0.325604 1.09 0.95 -0.26 -0.305
Cl -4.846917 -2.409669 -0.843193 -0.01 0.28 -0.31 0.013
Cl -2.653371 -4.289442 -0.527970 -0.46 0.39 0.50 -0.008
Cl -5.049928 -4.451345 1.109054 -0.57 -0.84 0.71 0.065
H -3.535113 -2.680628 1.066198 -0.06 -0.80 -0.61 0.235
```
Forces are in eV/Å.

The net charge is 0. The spin multiplicity is 1.

[2]
The following is a DFT calculation (ωB97M-V/def2-TZVPD) of the ion C4H12N2O4P with charge +1 in a non-equilibrium geometry.

Structure (XYZ):
```
23
Properties=species:S:1:pos:R:3:forces:R:3:nbo_charge:R:1
C 1.991014 0.194273 -0.505979 -0.89 -0.72 0.42 0.809
C -0.396306 -0.344215 1.802069 0.53 0.82 -1.34 -0.287
C -0.970838 1.952552 -0.038754 0.54 -0.92 -1.22 -0.348
C -1.603314 -1.143814 -0.673428 -2.60 0.61 0.10 -0.396
N 3.137836 -0.315051 -0.998817 -4.39 -0.20 -2.94 -0.765
N 0.779465 -0.127627 -1.187462 -0.94 0.55 1.40 -0.934
O 1.816283 0.810535 0.583467 0.75 -0.75 -2.22 -0.699
O 0.776996 -0.949740 2.226278 -0.51 0.15 0.11 -0.678
O -2.274426 1.939791 0.425969 -0.88 0.43 0.64 -0.719
O -0.786888 -2.281575 -0.631636 0.27 0.38 0.76 -0.718
P -0.503242 0.166556 0.001610 2.09 -0.47 -1.94 1.600
H -1.246084 -0.994238 1.781141 -0.17 -0.99 0.81 0.213
H -0.764822 0.601913 2.243206 0.68 -0.28 0.55 0.202
H -0.873823 2.305595 -1.087951 -0.05 -0.02 0.55 0.218
H -0.226632 2.436733 0.594138 -0.06 0.15 0.05 0.240
H -2.452726 -1.167130 0.102509 0.89 -0.34 -1.22 0.217
H -2.090170 -0.969458 -1.679262 0.67 0.10 1.04 0.234
H 3.102920 -0.606628 -2.001736 0.56 0.27 1.62 0.420
H 3.940897 -0.153846 -0.533701 3.30 0.69 1.53 0.420
H 0.523388 -0.781618 -1.991333 1.30 1.11 1.74 0.452
H 1.557688 -0.417116 1.968750 -0.70 0.01 0.21 0.509
H -2.476944 2.737951 0.936941 0.03 -0.19 -0.19 0.507
H -0.960275 -2.893841 -1.336017 -0.44 -0.40 -0.49 0.504
```
Forces are in eV/Å.

The net charge is +1. The structure (SMILES) is NC(=O)[NH+]=P(CO)(CO)CO. The spin multiplicity is 1.

[3]
The following is a DFT calculation (ωB97M-V/def2-TZVPD) of an isolated molecule of C4H6O2.

Structure (XYZ):
```
12
Properties=species:S:1:pos:R:3:forces:R:3:nbo_charge:R:1
O 0.409239 0.958805 -1.040519 -0.09 0.04 -0.09 -0.541
C 0.742869 0.357648 0.199868 0.19 -0.11 0.21 0.075
C -0.145631 0.517072 1.386475 -0.04 0.15 0.11 -0.436
C 0.005865 -0.831840 0.726014 -0.03 -0.20 -0.04 -0.459
C -0.279030 0.208608 -1.936499 -0.47 -0.16 -0.09 0.670
O -1.456455 -0.005117 -1.884137 0.59 0.10 0.03 -0.535
H 1.817831 0.402735 0.347650 -0.18 -0.03 0.02 0.198
H -1.085449 1.034076 1.219076 0.14 -0.10 0.01 0.234
H 0.318125 0.690768 2.353118 -0.07 -0.02 -0.17 0.218
H 0.596948 -1.606165 1.205894 -0.11 0.15 -0.03 0.222
H -0.848268 -1.193798 0.163140 0.14 0.07 0.12 0.242
H 0.369231 -0.169860 -2.741410 -0.08 0.11 -0.07 0.111
```
Forces are in eV/Å.

The net charge is 0. The structure (SMILES) is O=COC1CC1. The spin multiplicity is 1.

no.,LUMO (eV)
1,0.12
2,-3.22
3,1.08